Record 1
# C12H25N5O6Pb

C12H25N5O6Pb as an isolated structure at a distorted geometry (the ωB97M-V functional and the def2-TZVPD basis, the Open Molecules 2025 dataset).

Energy above the lowest of the compared OMol25 structures with the same formula, charge and spin: 42.6 kcal/mol
E_tot: -1389.96956 Ha
Molar mass: 542.56 g mol⁻¹
Gap between HOMO and LUMO (alpha / beta): 6.04 / 2.90 eV
Highest occupied orbital energy (alpha / beta): -6.40 / -4.70 eV

The geometry in ORCA input format:
```
! wB97M-V def2-TZVPD RIJCOSX def2/J DEFGRID3
* xyz 0 1
O -5.061 -1.289 -0.317
H -5.784 -1.797 -0.730
Pb -0.610 -0.906 0.257
N 0.656 -0.198 2.099
N -1.720 0.927 1.319
N 1.335 -1.600 -0.959
N -1.056 -1.016 -2.010
O 1.885 -0.516 2.261
O 2.628 -1.636 -0.448
O -2.335 -0.614 -2.515
O -2.827 1.334 0.982
C -1.176 1.270 2.553
C 0.080 0.712 2.959
C 1.238 -1.640 -2.298
C -0.064 -1.271 -2.867
C 0.804 1.073 4.187
H 1.800 1.478 3.955
H 0.977 0.187 4.812
H 0.235 1.812 4.754
C -2.046 2.234 3.219
H -3.055 1.816 3.292
H -2.148 3.141 2.611
H -1.689 2.497 4.203
C 2.392 -2.063 -3.156
C -0.336 -1.224 -4.334
H 3.113 -2.603 -2.526
H 2.913 -1.222 -3.636
H 2.044 -2.719 -3.957
H -1.175 -0.519 -4.449
H -0.653 -2.210 -4.694
H 0.515 -0.905 -4.950
H 2.575 -1.303 0.487
H -2.694 0.078 -1.940
C -4.098 -2.150 0.279
H -3.670 -1.522 1.068
H -3.319 -2.426 -0.441
H -4.473 -3.074 0.740
O 0.002 -3.312 1.294
H 0.649 -3.766 0.751
H 0.416 -3.115 2.174
C 3.501 3.241 0.095
C 2.385 3.422 -0.933
C 1.333 2.408 -0.832
N 0.481 1.624 -0.693
H 3.086 3.316 1.109
H 4.315 3.975 0.029
H 3.956 2.248 -0.014
H 1.904 4.401 -0.833
H 2.773 3.419 -1.957
*
```

And the natural (NBO) charges, in e, turn out to be: atom 1 (O): -0.7243, atom 2 (H): 0.4642, atom 3 (Pb): 1.2873, atom 4 (N): -0.2169, atom 5 (N): -0.1012, atom 6 (N): -0.2283, atom 7 (N): -0.2609, atom 8 (O): -0.5960, atom 9 (O): -0.5798, atom 10 (O): -0.5721, atom 11 (O): -0.4880, atom 12 (C): 0.0330, atom 13 (C): 0.1411, atom 14 (C): 0.1691, atom 15 (C): 0.1915, atom 16 (C): -0.6643, atom 17 (H): 0.2344, atom 18 (H): 0.2310, atom 19 (H): 0.2148, atom 20 (C): -0.6569, atom 21 (H): 0.2355, atom 22 (H): 0.2256, atom 23 (H): 0.2019, atom 24 (C): -0.6751, atom 25 (C): -0.6816, atom 26 (H): 0.2518, atom 27 (H): 0.2335, atom 28 (H): 0.2275, atom 29 (H): 0.2583, atom 30 (H): 0.2367, atom 31 (H): 0.2258, atom 32 (H): 0.5211, atom 33 (H): 0.5002, atom 34 (C): -0.2494, atom 35 (H): 0.1914, atom 36 (H): 0.1636, atom 37 (H): 0.1650, atom 38 (O): -0.9455, atom 39 (H): 0.4879, atom 40 (H): 0.5003, atom 41 (C): -0.5961, atom 42 (C): -0.5150, atom 43 (C): 0.3595, atom 44 (N): -0.3706, atom 45 (H): 0.2245, atom 46 (H): 0.2227, atom 47 (H): 0.2236, atom 48 (H): 0.2520, atom 49 (H): 0.2469

Record 2
# C12H25N5O6Pr

C12H25N5O6Pr as an isolated structure at a distorted geometry (the ωB97M-V functional and the def2-TZVPD basis, the Open Molecules 2025 dataset).

E_tot: -1714.07642 Ha
⟨S²⟩: 2.116
Molar mass: 476.27 g mol⁻¹
Gap between HOMO and LUMO (alpha / beta): 5.37 / 5.54 eV
Highest occupied orbital energy (alpha / beta): -9.66 / -9.79 eV

The geometry in ORCA input format:
```
! wB97M-V def2-TZVPD RIJCOSX def2/J DEFGRID3
* xyz 1 3
O 3.132 -1.446 -0.838
H 3.811 -2.133 -0.767
Pr 0.767 -0.973 -0.734
N -0.861 -0.880 1.343
N 0.512 -2.838 0.825
N -0.139 1.410 -0.773
N 1.939 0.723 -2.200
O -1.363 0.214 1.858
O -1.298 1.778 -0.129
O 3.128 0.544 -2.922
O 0.822 -3.420 -0.307
C -0.669 -3.188 1.420
C -1.440 -2.050 1.761
C 0.243 2.296 -1.711
C 1.343 1.865 -2.544
C -2.768 -2.101 2.434
H -3.540 -1.613 1.817
H -2.724 -1.584 3.402
H -3.087 -3.135 2.609
C -1.087 -4.597 1.571
H -0.209 -5.229 1.748
H -1.597 -4.963 0.667
H -1.777 -4.707 2.414
C -0.427 3.611 -1.930
C 1.870 2.663 -3.679
H -0.993 3.902 -1.042
H -1.115 3.570 -2.788
H 0.324 4.380 -2.149
H 2.258 2.006 -4.464
H 2.684 3.327 -3.354
H 1.080 3.295 -4.102
H -1.331 1.158 0.700
H 3.568 -0.211 -2.488
C 2.976 -0.721 0.517
H 2.331 -1.299 1.210
H 2.594 0.308 0.336
H 3.980 -0.634 0.953
O 0.556 1.597 3.551
H 0.946 2.282 2.984
H -0.189 1.231 3.021
C -4.348 0.533 -1.786
C -3.792 -0.645 -2.607
C -2.425 -0.964 -2.252
N -1.322 -1.221 -1.987
H -4.407 0.265 -0.723
H -5.352 0.815 -2.118
H -3.699 1.412 -1.882
H -4.402 -1.546 -2.447
H -3.813 -0.407 -3.681
*
```

And the natural (NBO) charges, in e, turn out to be: atom 1 (O): -0.7410, atom 2 (H): 0.5384, atom 3 (Pr): 1.4551, atom 4 (N): -0.1310, atom 5 (N): -0.2015, atom 6 (N): -0.1497, atom 7 (N): -0.2146, atom 8 (O): -0.6268, atom 9 (O): -0.5291, atom 10 (O): -0.5264, atom 11 (O): -0.5972, atom 12 (C): 0.2094, atom 13 (C): 0.1353, atom 14 (C): 0.2108, atom 15 (C): 0.2717, atom 16 (C): -0.6661, atom 17 (H): 0.2284, atom 18 (H): 0.2542, atom 19 (H): 0.2250, atom 20 (C): -0.6744, atom 21 (H): 0.2480, atom 22 (H): 0.2395, atom 23 (H): 0.2304, atom 24 (C): -0.6889, atom 25 (C): -0.6918, atom 26 (H): 0.2736, atom 27 (H): 0.2490, atom 28 (H): 0.2437, atom 29 (H): 0.2682, atom 30 (H): 0.2682, atom 31 (H): 0.2421, atom 32 (H): 0.5052, atom 33 (H): 0.5017, atom 34 (C): -0.3077, atom 35 (H): 0.2746, atom 36 (H): 0.2268, atom 37 (H): 0.2648, atom 38 (O): -0.9548, atom 39 (H): 0.4539, atom 40 (H): 0.4933, atom 41 (C): -0.5914, atom 42 (C): -0.5385, atom 43 (C): 0.5514, atom 44 (N): -0.4778, atom 45 (H): 0.2310, atom 46 (H): 0.2404, atom 47 (H): 0.2243, atom 48 (H): 0.2775, atom 49 (H): 0.2727

Record 3
# C12H25NO5P2W

C12H25NO5P2W as an isolated structure (the ωB97M-V functional and the def2-TZVPD basis, the Open Molecules 2025 dataset).

E_tot: -1652.53073 Ha
⟨S²⟩: 2.010
Molar mass: 509.12 g mol⁻¹
Gap between HOMO and LUMO (alpha / beta): 8.03 / 8.64 eV
Highest occupied orbital energy (alpha / beta): -15.61 / -16.72 eV

The geometry in ORCA input format:
```
! wB97M-V def2-TZVPD RIJCOSX def2/J DEFGRID3
* xyz 2 3
W 0.045 0.501 0.358
O 0.658 0.670 -1.798
C 2.043 1.144 -1.973
C 2.849 0.639 -0.802
N 2.192 0.987 0.492
C 2.229 2.462 0.774
C 1.068 3.171 0.085
O 1.137 4.216 -0.461
O -0.103 2.431 0.175
C 2.740 0.218 1.645
C 1.663 0.164 2.717
O 1.809 0.285 3.875
O 0.384 -0.045 2.139
H 0.089 1.118 -2.435
H 2.026 2.231 -2.044
H 2.432 0.732 -2.902
H 3.858 1.055 -0.845
H 2.926 -0.447 -0.840
H 3.179 2.901 0.476
H 2.102 2.605 1.850
H 3.647 0.668 2.043
H 2.957 -0.800 1.319
C -3.405 1.264 1.463
P -2.451 0.416 0.193
C -3.036 1.073 -1.389
C -2.928 -1.346 0.224
C -2.018 -2.167 -0.694
P -0.247 -1.945 -0.282
C 0.069 -3.038 1.125
C 0.661 -2.652 -1.675
H -3.131 0.902 2.453
H -4.466 1.081 1.288
H -3.212 2.336 1.413
H -4.117 0.945 -1.462
H -2.571 0.557 -2.230
H -2.800 2.136 -1.447
H -3.975 -1.448 -0.067
H -2.851 -1.685 1.260
H -2.147 -1.876 -1.740
H -2.250 -3.232 -0.635
H -0.175 -4.062 0.837
H -0.536 -2.742 1.980
H 1.119 -2.995 1.414
H 0.207 -3.608 -1.940
H 1.701 -2.830 -1.399
H 0.627 -1.991 -2.539
*
```

And the natural (NBO) charges, in e, turn out to be: atom 1 (W): 1.5588, atom 2 (O): -0.7324, atom 3 (C): -0.0954, atom 4 (C): -0.2517, atom 5 (N): -0.4866, atom 6 (C): -0.3667, atom 7 (C): 0.7608, atom 8 (O): -0.4565, atom 9 (O): -0.7766, atom 10 (C): -0.3384, atom 11 (C): 0.7593, atom 12 (O): -0.4155, atom 13 (O): -0.7288, atom 14 (H): 0.5368, atom 15 (H): 0.2277, atom 16 (H): 0.2429, atom 17 (H): 0.2548, atom 18 (H): 0.2268, atom 19 (H): 0.2602, atom 20 (H): 0.2634, atom 21 (H): 0.2647, atom 22 (H): 0.2468, atom 23 (C): -0.9408, atom 24 (P): 1.0098, atom 25 (C): -0.9495, atom 26 (C): -0.7139, atom 27 (C): -0.7111, atom 28 (P): 0.9695, atom 29 (C): -0.9359, atom 30 (C): -0.9463, atom 31 (H): 0.2721, atom 32 (H): 0.2708, atom 33 (H): 0.2782, atom 34 (H): 0.2754, atom 35 (H): 0.2398, atom 36 (H): 0.2763, atom 37 (H): 0.2756, atom 38 (H): 0.2581, atom 39 (H): 0.2506, atom 40 (H): 0.2753, atom 41 (H): 0.2685, atom 42 (H): 0.2701, atom 43 (H): 0.2581, atom 44 (H): 0.2750, atom 45 (H): 0.2608, atom 46 (H): 0.2593

Record 4
# C12H26Al2Cl4CsF6IN5O21P3S3V

C12H26Al2Cl4CsF6IN5O21P3S3V as an isolated structure at a distorted geometry (the ωB97M-V functional and the def2-TZVPD basis, the Open Molecules 2025 dataset).

E_tot: -8731.25797 Ha
Molar mass: 1385.99 g mol⁻¹
Gap between HOMO and LUMO: 1.59 eV
Highest occupied orbital energy: -5.55 eV

The geometry in ORCA input format:
```
! wB97M-V def2-TZVPD RIJCOSX def2/J DEFGRID3
* xyz -1 1
C -3.335 -0.799 -0.712
C -2.733 -1.071 0.452
C -1.803 -0.860 1.785
C -0.221 -0.572 1.410
C 0.133 1.003 1.185
C 0.516 1.392 -0.323
C -0.955 1.675 -0.993
O -1.103 3.118 -1.292
N -2.043 3.589 -0.408
O -1.641 4.564 0.158
O 1.166 2.692 -0.569
P 2.035 2.654 -2.102
C 3.549 3.097 -1.043
P 1.615 4.739 -2.694
O 2.998 5.397 -3.054
O 0.778 5.644 -1.485
O 0.642 4.790 -4.152
O 2.298 0.920 -2.199
C 1.519 0.345 -1.094
P 2.943 -0.452 -0.040
O 2.461 -2.009 0.531
I 4.745 -0.881 -1.720
H -4.162 -0.740 -1.522
H -2.254 -0.053 2.513
H -1.806 -1.921 2.311
H 0.418 -0.923 2.341
H 0.029 -1.260 0.525
H -0.757 1.629 1.632
H 1.057 1.293 1.843
H -1.107 1.012 -1.942
H -1.803 1.441 -0.239
H 2.960 2.693 -3.228
H 0.868 2.358 -2.925
H 3.252 4.024 -0.396
H 3.881 2.279 -0.299
H 4.426 3.410 -1.710
H 0.197 6.259 -2.019
H 0.329 3.881 -4.388
H 0.836 -0.494 -1.493
H 2.895 -2.198 1.418
C 2.352 5.648 -7.006
N 2.932 4.940 -8.196
O 3.420 3.838 -8.002
O 2.882 5.510 -9.279
H 2.478 5.009 -6.129
H 2.895 6.585 -6.883
H 1.228 5.838 -7.197
Cs -1.305 -0.150 4.335
C 7.421 2.278 0.213
Cl 6.641 2.319 -1.369
Cl 6.578 3.333 1.353
Cl 7.480 0.613 0.835
H 8.445 2.641 0.102
N 2.555 -5.669 4.576
S 2.567 -6.394 5.975
O 1.455 -6.134 6.863
O 3.852 -6.608 6.605
F 2.223 -7.881 5.499
S 2.814 -4.128 4.718
O 2.504 -3.371 3.513
O 4.015 -3.697 5.400
F 1.659 -3.631 5.701
O 1.819 -3.450 -0.384
V 1.736 -5.185 -0.659
O 1.661 -6.896 -0.929
Cl 0.696 6.329 -8.689
C -6.674 -2.698 4.697
O -5.519 -2.310 4.836
N -7.588 -2.652 5.693
N -7.143 -3.209 3.538
H -8.535 -2.969 5.587
H -7.289 -2.279 6.579
H -6.501 -3.267 2.764
H -8.089 -3.530 3.419
Al 10.227 0.703 0.887
F -8.603 -6.619 5.438
Al -9.071 -6.992 3.760
F -9.160 -5.476 2.820
F -10.662 -7.791 3.750
F -7.857 -8.072 3.030
O -3.164 1.506 -5.527
S -2.642 0.746 -4.377
O -1.351 1.316 -3.961
O -2.453 -0.663 -4.761
O -3.594 0.828 -3.253
*
```

And the Mulliken charges, in e, turn out to be: atom 1 (C): -0.0299, atom 2 (C): -0.8964, atom 3 (C): -1.0856, atom 4 (C): -0.1385, atom 5 (C): -0.6025, atom 6 (C): 0.8352, atom 7 (C): -0.6616, atom 8 (O): 0.0411, atom 9 (N): 0.1299, atom 10 (O): -0.3609, atom 11 (O): -0.4092, atom 12 (P): 0.4331, atom 13 (C): -0.5951, atom 14 (P): 1.2566, atom 15 (O): -0.7754, atom 16 (O): -0.4952, atom 17 (O): -0.5609, atom 18 (O): -0.5212, atom 19 (C): -0.0483, atom 20 (P): 0.1212, atom 21 (O): 0.0238, atom 22 (I): -0.1061, atom 23 (H): 0.3972, atom 24 (H): 0.4956, atom 25 (H): 0.7425, atom 26 (H): 0.0390, atom 27 (H): 0.1636, atom 28 (H): 0.4872, atom 29 (H): 0.2334, atom 30 (H): -0.3513, atom 31 (H): 0.5180, atom 32 (H): 0.0918, atom 33 (H): -0.4188, atom 34 (H): 0.2522, atom 35 (H): -0.0974, atom 36 (H): 0.3239, atom 37 (H): 0.2879, atom 38 (H): 0.3471, atom 39 (H): 0.5227, atom 40 (H): 0.3652, atom 41 (C): -0.5221, atom 42 (N): 0.8822, atom 43 (O): -0.5508, atom 44 (O): -0.5156, atom 45 (H): 0.2049, atom 46 (H): 0.3245, atom 47 (H): 0.3202, atom 48 (Cs): 1.0875, atom 49 (C): -0.0184, atom 50 (Cl): 0.0120, atom 51 (Cl): -0.0651, atom 52 (Cl): -0.0740, atom 53 (H): 0.3070, atom 54 (N): -0.2879, atom 55 (S): 1.0923, atom 56 (O): -0.5706, atom 57 (O): -0.5862, atom 58 (F): -0.2614, atom 59 (S): 0.9659, atom 60 (O): -0.5518, atom 61 (O): -0.5933, atom 62 (F): -0.2781, atom 63 (O): -0.6338, atom 64 (V): 1.4815, atom 65 (O): -0.6904, atom 66 (Cl): -0.3468, atom 67 (C): 0.6345, atom 68 (O): -0.6985, atom 69 (N): -0.3688, atom 70 (N): -0.3025, atom 71 (H): 0.1908, atom 72 (H): 0.1992, atom 73 (H): 0.1747, atom 74 (H): 0.1690, atom 75 (Al): 0.7989, atom 76 (F): -0.4704, atom 77 (Al): 0.8718, atom 78 (F): -0.4678, atom 79 (F): -0.4657, atom 80 (F): -0.4651, atom 81 (O): -0.5085, atom 82 (S): 1.2304, atom 83 (O): -0.4776, atom 84 (O): -0.5697, atom 85 (O): -0.5600